1.
One molecule with the formula C5H6OS. Source: the OMol25 dataset; level of theory: wB97M-V/def2-TZVPD.

Structure (XYZ):
```
13
Properties=species:S:1:pos:R:3:mulliken_charge:R:1
C 1.46423 -1.69698 -2.39728 0.069
C 1.18821 -1.09642 -1.39655 -1.017
C 0.69247 -0.33154 -0.21375 0.377
C -0.48599 1.32030 0.61547 -0.477
C -1.39047 0.27668 1.19134 -0.473
H 1.87482 -2.37045 -3.07864 0.484
H 1.62949 -0.05242 0.31934 0.266
H -0.97233 2.27935 0.40541 0.332
H 0.29490 1.52089 1.36696 0.293
H -2.36356 0.21215 0.68620 0.311
H -1.50317 0.39637 2.27706 0.335
O 0.02103 0.85009 -0.61162 -0.341
S -0.44962 -1.30803 0.83605 -0.159
```

Results
* LUMO energy: 0.891 eV
* relative energy (zero: lowest compared OMol25 entry of this formula, charge and spin): 2.4086 eV
* E_tot: -667.44962 hartree
* largest force on an atom: 2.3 eV Å⁻¹
* Kohn-Sham gap: 9.95 eV
* HOMO energy: -9.1 eV

2.
C39H68Cl3GeN2O3S5SbSi3Ti as an isolated structure. Source: the OMol25 dataset; level of theory: wB97M-V/def2-TZVPD.

Structure (XYZ):
```
126
Properties=species:S:1:pos:R:3:mulliken_charge:R:1
Ti -0.66927 -0.53862 0.90415 -1.899
S -7.04679 -1.38845 4.75115 -0.244
C -5.74242 -1.26656 3.77882 0.150
S -4.72292 -2.61952 3.37686 -0.111
C -3.56640 -1.76602 2.38978 -0.054
C -3.79822 -0.41242 2.25103 0.014
S -2.84941 0.56493 1.25380 -0.425
S -5.18107 0.23265 3.11153 -0.079
S -2.26175 -2.54743 1.66132 -0.098
Cl 2.49377 -2.94958 7.25453 -0.247
C 1.89646 -2.67327 5.64810 0.220
C 0.86629 -1.77743 5.43965 -0.753
C 0.41830 -1.56558 4.15119 0.636
Cl -0.85610 -0.42512 3.90365 0.015
C 0.96025 -2.18323 3.00644 -2.183
O 0.54797 -1.92135 1.79223 1.516
C 1.98350 -3.11048 3.29973 0.857
Cl 2.70972 -4.02785 2.01501 -0.288
C 2.45100 -3.35004 4.57955 -0.850
H 0.41231 -1.24963 6.26564 0.506
H 3.24434 -4.06669 4.73275 0.506
C 4.02777 0.37676 4.45567 -1.150
C 3.53235 1.50152 3.55333 -0.659
C 2.07013 1.31570 3.16292 0.848
C 1.51890 2.37973 2.21991 -0.096
Ge -0.42728 2.08239 1.87100 1.897
C -1.34214 2.68826 3.53534 -0.437
C -1.85284 4.12759 3.47028 -1.069
C -0.73804 5.16059 3.36675 1.265
C -1.24073 6.59191 3.50006 -1.613
H 5.07800 0.49818 4.72180 0.469
H 3.91209 -0.59390 3.96619 0.116
H 3.44921 0.33910 5.38075 0.298
H 4.14928 1.54884 2.64827 0.177
H 3.65725 2.46726 4.05244 0.416
H 1.46712 1.27270 4.07655 0.588
H 1.95900 0.32568 2.70311 -1.075
H 2.06644 2.35601 1.27537 -0.980
H 1.66467 3.37988 2.64266 0.819
H -0.87730 3.12473 0.78598 -0.489
H -0.63450 2.58123 4.36347 0.533
H -2.17923 2.01935 3.74524 0.299
H -2.45869 4.35330 4.35521 0.516
H -2.52174 4.23628 2.61000 0.284
H -0.23196 5.04026 2.40506 -0.809
H 0.01425 4.95568 4.13554 0.358
H -1.98852 6.81208 2.73579 0.337
H -0.43191 7.31580 3.39565 0.420
H -1.70924 6.75190 4.47229 0.382
C 3.35649 0.95551 -0.60552 -0.820
C 2.40885 -0.14041 -0.21395 -0.308
C 2.92017 -1.53791 -0.24534 0.091
O 1.25950 0.12561 0.11181 2.421
H 4.13339 0.58431 -1.27120 0.489
H 3.83679 1.31751 0.30895 0.092
H 2.83747 1.79516 -1.06708 -0.259
H 3.33445 -1.74590 -1.23452 0.540
H 2.12673 -2.23228 0.00626 -1.173
H 3.74018 -1.64401 0.47008 0.583
C -0.48888 -6.00801 -2.71201 -1.129
Si 0.16558 -4.82864 -1.39815 0.978
C -0.26271 -5.49768 0.29333 -0.635
C 2.02468 -4.65565 -1.63742 -0.931
Sb -0.92681 -2.50874 -1.52471 -1.420
Si -3.33402 -3.31092 -1.98137 0.970
C -4.57674 -1.97147 -1.54749 -0.785
C -3.74195 -4.82109 -0.94880 -1.055
C -3.49921 -3.78717 -3.79314 -1.144
Si -0.12773 -1.78698 -3.85208 1.054
C 1.44221 -0.76114 -3.62359 -0.464
C 0.28386 -3.26340 -4.93824 -1.209
C -1.39426 -0.72471 -4.75840 -1.194
H 0.25422 -6.78953 -2.88607 0.455
H -0.69880 -5.53282 -3.66822 0.224
H -1.39978 -6.49692 -2.36761 0.342
H 0.18994 -6.47928 0.45582 0.420
H -1.34384 -5.60565 0.39429 0.214
H 0.08622 -4.82827 1.07845 -0.149
H 2.43682 -5.59314 -2.01590 0.495
H 2.51497 -4.43110 -0.69216 0.164
H 2.28463 -3.86965 -2.34783 0.156
H -4.32290 -1.46458 -0.61403 -0.034
H -5.55071 -2.44617 -1.40701 0.514
H -4.68839 -1.22934 -2.34011 0.260
H -3.50597 -4.67266 0.10501 0.195
H -3.22878 -5.71434 -1.30176 0.280
H -4.81739 -5.00058 -1.03031 0.484
H -3.07807 -3.04833 -4.47223 0.169
H -4.55536 -3.90470 -4.04966 0.449
H -3.00672 -4.74245 -3.97951 0.290
H 2.33637 -1.34973 -3.84134 0.521
H 1.52476 -0.37376 -2.60751 -0.605
H 1.42915 0.09933 -4.29704 0.441
H 0.95067 -3.97353 -4.45083 0.254
H 0.78726 -2.89401 -5.83617 0.423
H -0.61178 -3.79597 -5.25922 0.281
H -1.11292 0.32648 -4.68471 0.396
H -2.41414 -0.82965 -4.39097 0.185
H -1.39242 -0.99233 -5.81792 0.517
C 1.54632 5.04371 -0.29827 -0.567
C 0.53472 4.98655 -1.43171 -0.601
N 1.08883 4.39110 -2.64265 0.274
C 2.20383 5.07924 -3.29195 -0.939
C 3.52004 4.33486 -3.11522 -1.030
C 0.53010 3.36538 -3.31943 -0.384
O 0.91490 3.01245 -4.42596 -0.703
C -0.58265 2.58648 -2.67955 0.879
C -1.83509 2.52342 -3.26638 -0.406
C -2.74745 1.61817 -2.75539 -1.837
C -2.35335 0.77822 -1.73180 0.213
N -1.15432 0.83864 -1.14135 1.929
C -0.30840 1.76374 -1.59815 -1.153
H 1.06707 5.41713 0.60652 0.018
H 2.38141 5.70418 -0.53308 0.480
H 1.93986 4.05195 -0.07824 0.102
H 0.18375 5.99606 -1.66920 0.331
H -0.33440 4.40881 -1.11879 0.247
H 2.26376 6.08018 -2.86345 0.455
H 1.97303 5.17874 -4.35295 0.507
H 3.79098 4.26436 -2.06122 0.218
H 4.32343 4.85091 -3.64052 0.447
H 3.43547 3.32974 -3.52748 0.250
H -2.07329 3.14848 -4.11730 0.550
H -3.74151 1.52216 -3.16869 0.462
H -3.01975 0.01069 -1.36938 -0.487
H 0.64572 1.82820 -1.09484 -0.120
```

Results
* LUMO energy (spin up / spin down): -0.615 / -0.605 eV
* relative energy (zero: lowest compared OMol25 entry of this formula, charge and spin): 1.3490 eV
* E_tot: -9268.93511 hartree
* largest force on an atom: 1.8 eV Å⁻¹
* Kohn-Sham gap (spin up / spin down): 5.96 / 5.97 eV
* HOMO energy (spin up / spin down): -6.6 / -6.6 eV

3.
A 2-piece molecular cluster, CBr3NO overall. Source: the OMol25 dataset; level of theory: wB97M-V/def2-TZVPD.

Structure (XYZ):
```
6
Properties=species:S:1:pos:R:3:mulliken_charge:R:1
C 0.41970 0.87579 -0.33295 0.026
N -0.46540 1.55030 0.04329 0.491
O -1.45757 2.07623 0.44273 -0.589
Br -0.66743 -1.88677 1.29534 0.008
Br 2.03400 0.17437 -0.75225 0.076
Br 0.13670 -2.78992 -0.69616 -0.011
```

Results
* LUMO energy: -1.917 eV
* relative energy (zero: lowest compared OMol25 entry of this formula, charge and spin): 0.1547 eV
* E_tot: -7890.01141 hartree
* largest force on an atom: 3.0 eV Å⁻¹
* Kohn-Sham gap: 7.69 eV
* HOMO energy: -9.6 eV

4.
A 2-piece molecular cluster, C8H16O2 overall. Source: the OMol25 dataset; level of theory: wB97M-V/def2-TZVPD.

Structure (XYZ):
```
26
Properties=species:S:1:pos:R:3:mulliken_charge:R:1
O -3.50524 -0.95250 -1.56355 -0.418
C -2.79564 -2.05420 -1.09564 -0.422
C -3.13639 0.21761 -0.87402 -0.472
C -2.54078 -1.72048 0.30615 -0.464
C -2.53900 -0.16152 0.41135 0.114
H -3.28120 -3.04653 -1.02521 0.314
H -1.85929 -2.17789 -1.67304 0.268
H -2.32738 0.65165 -1.49254 0.278
H -3.91311 0.99523 -0.74189 0.287
H -3.35925 -2.16016 0.90801 0.246
H -1.58820 -2.15616 0.66424 0.298
H -1.52731 0.28033 0.49314 -0.276
H -3.11881 0.15863 1.29835 0.261
O 3.47130 2.15739 0.15089 -0.407
C 4.06982 0.87840 0.07393 -0.371
C 2.05966 2.05291 0.16815 -0.459
C 2.91054 -0.08015 0.32603 -0.597
C 1.80464 0.77272 0.94143 0.050
H 4.48297 0.62169 -0.92048 0.237
H 4.90246 0.84666 0.80273 0.275
H 1.61278 2.96731 0.60361 0.306
H 1.72486 1.98323 -0.88470 0.274
H 2.58818 -0.51480 -0.63968 0.270
H 3.19536 -0.91639 0.99314 0.326
H 1.90227 0.90883 2.03568 0.305
H 0.76680 0.44829 0.73389 -0.221
```

Results
* LUMO energy: 0.750 eV
* relative energy (zero: lowest compared OMol25 entry of this formula, charge and spin): 2.6625 eV
* E_tot: -464.83187 hartree
* largest force on an atom: 3.1 eV Å⁻¹
* Kohn-Sham gap: 10.37 eV
* HOMO energy: -9.6 eV